{
  "formula": "C56H95N7O14S7",
  "method": "ωB97M-V/def2-TZVPD",
  "species": ["C", "C", "C", "C", "N", "H", "H", "H", "H", "H", "H", "H", "C", "C", "C", "C", "N", "H", "H", "H", "H", "H", "H", "H", "C", "C", "C", "S", "O", "O", "C", "H", "H", "H", "H", "H", "H", "H", "H", "C", "C", "C", "S", "O", "O", "C", "H", "H", "H", "H", "H", "H", "H", "H", "C", "C", "C", "S", "O", "O", "C", "H", "H", "H", "H", "H", "H", "H", "H", "C", "C", "C", "S", "O", "O", "C", "H", "H", "H", "H", "H", "H", "H", "H", "C", "C", "C", "S", "O", "O", "C", "H", "H", "H", "H", "H", "H", "H", "H", "C", "C", "C", "S", "O", "O", "C", "H", "H", "H", "H", "H", "H", "H", "H", "C", "C", "C", "S", "O", "O", "C", "H", "H", "H", "H", "H", "H", "H", "H", "N", "C", "C", "C", "C", "H", "H", "H", "H", "H", "N", "C", "C", "C", "C", "H", "H", "H", "H", "H", "N", "C", "C", "C", "C", "H", "H", "H", "H", "H", "N", "C", "C", "C", "C", "H", "H", "H", "H", "H", "N", "C", "C", "C", "C", "H", "H", "H", "H", "H"],
  "positions_angstrom": [[-2.109, 1.339, -6.284], [-1.915, 1.148, -4.745], [-1.146, 2.276, -4.155], [-1.597, 3.639, -4.457], [-1.904, 4.745, -4.709], [-1.281, 1.542, -6.964], [-2.758, 2.159, -6.590], [-2.595, 0.450, -6.687], [-1.284, 0.304, -4.468], [-2.869, 1.090, -4.221], [-0.140, 2.259, -4.576], [-1.051, 2.272, -3.070], [-1.397, -5.856, 3.216], [-2.756, -5.738, 2.661], [-3.015, -4.572, 1.636], [-4.434, -4.460, 1.465], [-5.552, -4.295, 1.311], [-0.605, -5.557, 2.529], [-1.111, -6.873, 3.487], [-1.366, -5.093, 3.993], [-3.390, -5.679, 3.545], [-2.962, -6.718, 2.231], [-2.525, -4.790, 0.687], [-2.719, -3.570, 1.948], [-1.154, 0.082, 0.780], [-1.215, 0.640, -0.757], [-0.133, -0.075, -1.596], [1.304, -0.133, -0.460], [2.103, 1.101, -0.671], [1.984, -1.449, -0.471], [0.431, 0.008, 1.109], [-1.643, -0.892, 0.810], [-1.764, 0.679, 1.457], [-1.066, 1.717, -0.835], [-2.220, 0.359, -1.072], [0.104, 0.278, -2.599], [-0.414, -1.119, -1.736], [0.902, 0.830, 1.649], [0.629, -0.876, 1.715], [6.840, 2.816, 0.644], [8.220, 3.268, 0.094], [8.899, 2.091, -0.516], [8.679, 0.656, 0.570], [9.528, 0.812, 1.787], [8.550, -0.628, -0.091], [6.967, 1.260, 0.988], [5.991, 3.011, -0.011], [6.798, 3.512, 1.482], [8.792, 3.759, 0.881], [8.170, 4.017, -0.697], [9.945, 2.182, -0.808], [8.363, 1.815, -1.424], [6.597, 0.810, 1.909], [6.365, 0.876, 0.164], [6.254, -1.032, -4.315], [5.463, -1.738, -3.098], [3.935, -1.498, -3.122], [3.932, 0.329, -3.512], [4.342, 1.275, -2.443], [2.673, 0.636, -4.196], [5.340, 0.085, -4.753], [6.498, -1.769, -5.080], [7.229, -0.625, -4.046], [5.898, -1.352, -2.175], [5.764, -2.762, -2.873], [3.584, -1.465, -2.090], [3.408, -2.088, -3.871], [5.769, 1.067, -4.953], [5.045, -0.160, -5.774], [1.596, 4.569, -0.733], [0.284, 5.117, -1.141], [0.653, 6.300, -1.988], [1.931, 5.602, -3.152], [2.974, 6.590, -3.382], [1.249, 5.035, -4.318], [2.458, 4.290, -2.080], [1.595, 3.670, -0.117], [2.163, 5.287, -0.141], [-0.299, 5.291, -0.237], [-0.213, 4.295, -1.656], [1.123, 7.097, -1.413], [-0.147, 6.616, -2.658], [3.543, 4.346, -1.988], [2.086, 3.367, -2.525], [-1.568, -2.181, 7.316], [-1.302, -0.761, 7.017], [-1.943, -0.576, 5.619], [-1.558, -2.108, 4.651], [-0.233, -1.987, 4.037], [-2.761, -2.462, 3.909], [-1.492, -3.164, 6.102], [-2.538, -2.275, 7.805], [-0.950, -2.635, 8.090], [-0.218, -0.674, 6.938], [-1.729, -0.038, 7.712], [-1.851, 0.307, 4.988], [-3.020, -0.698, 5.737], [-0.546, -3.697, 6.009], [-2.424, -3.685, 6.322], [2.762, -3.352, 2.589], [3.998, -2.405, 2.733], [5.311, -3.361, 2.611], [4.823, -4.724, 1.358], [5.004, -6.150, 1.840], [5.339, -4.311, 0.047], [3.082, -4.311, 1.400], [1.896, -2.708, 2.431], [2.617, -3.861, 3.541], [4.007, -1.954, 3.725], [4.184, -1.624, 1.997], [5.614, -3.784, 3.569], [6.174, -2.825, 2.215], [2.669, -5.286, 1.658], [2.819, -3.950, 0.406], [-7.889, 0.766, 1.857], [-8.293, 1.713, 2.954], [-7.236, 1.588, 4.107], [-5.699, 0.617, 3.666], [-5.739, -0.652, 4.409], [-4.491, 1.387, 3.546], [-6.438, 0.398, 1.900], [-8.241, 1.114, 0.885], [-8.486, -0.119, 2.074], [-9.326, 1.542, 3.256], [-8.328, 2.735, 2.576], [-7.670, 0.888, 4.821], [-6.956, 2.477, 4.673], [-6.076, -0.532, 1.460], [-5.978, 1.125, 1.230], [-6.399, 1.923, -1.762], [-7.544, 1.199, -2.104], [-7.706, 1.309, -3.521], [-6.558, 1.869, -4.015], [-5.743, 2.173, -2.963], [-6.019, 1.976, -0.828], [-8.175, 0.770, -1.341], [-8.395, 0.946, -4.269], [-6.338, 2.033, -5.060], [-4.740, 2.569, -2.903], [-5.258, 4.950, 0.102], [-4.975, 4.002, 1.114], [-3.784, 3.368, 0.877], [-3.185, 4.020, -0.206], [-4.121, 4.952, -0.650], [-6.046, 5.576, 0.016], [-5.667, 3.839, 1.927], [-3.322, 2.531, 1.379], [-2.290, 3.652, -0.684], [-4.034, 5.505, -1.573], [3.447, 1.395, 2.382], [3.157, 1.424, 3.724], [2.974, 2.785, 4.099], [3.311, 3.537, 2.999], [3.730, 2.641, 1.958], [3.769, 0.524, 1.984], [2.999, 0.464, 4.193], [2.758, 3.222, 5.063], [3.345, 4.614, 2.929], [4.062, 2.826, 0.948], [-4.774, -2.392, -2.232], [-3.940, -3.435, -2.588], [-2.707, -2.934, -2.936], [-2.848, -1.548, -2.758], [-4.131, -1.225, -2.367], [-5.779, -2.490, -2.220], [-4.301, -4.448, -2.688], [-1.827, -3.372, -3.382], [-2.100, -0.821, -3.037], [-4.549, -0.250, -2.163], [3.370, -5.677, -2.863], [2.894, -4.473, -2.327], [1.679, -4.158, -2.968], [1.463, -5.245, -3.790], [2.526, -6.089, -3.726], [4.288, -6.041, -2.649], [3.523, -4.005, -1.586], [1.045, -3.319, -2.725], [0.702, -5.286, -4.555], [2.691, -6.992, -4.294]],
  "relative_energy_ev": 4.0947,
  "spin_multiplicity": 1
}


{
  "formula": "C56H96ClNO22S6",
  "method": "ωB97M-V/def2-TZVPD",
  "species": ["C", "C", "C", "N", "C", "C", "C", "C", "C", "H", "H", "H", "H", "H", "H", "H", "H", "H", "H", "H", "H", "H", "H", "H", "H", "H", "H", "Cl", "O", "O", "O", "O", "O", "S", "O", "O", "C", "C", "C", "H", "H", "H", "H", "H", "H", "H", "H", "O", "S", "O", "O", "C", "C", "C", "H", "H", "H", "H", "H", "H", "H", "H", "O", "S", "O", "O", "C", "C", "C", "H", "H", "H", "H", "H", "H", "H", "H", "O", "S", "O", "O", "C", "C", "C", "H", "H", "H", "H", "H", "H", "H", "H", "O", "S", "O", "O", "C", "C", "C", "H", "H", "H", "H", "H", "H", "H", "H", "O", "S", "O", "O", "C", "C", "C", "H", "H", "H", "H", "H", "H", "H", "H", "C", "C", "C", "C", "C", "C", "H", "H", "H", "H", "H", "H", "C", "C", "C", "C", "C", "C", "H", "H", "H", "H", "H", "H", "C", "C", "C", "C", "C", "C", "H", "H", "H", "H", "H", "H", "C", "C", "C", "C", "C", "C", "H", "H", "H", "H", "H", "H", "C", "C", "C", "C", "C", "C", "H", "H", "H", "H", "H", "H"],
  "positions_angstrom": [[27.809, 18.107, 12.852], [26.399, 17.871, 12.026], [25.883, 19.095, 11.156], [24.595, 18.786, 10.392], [24.980, 17.863, 9.203], [23.994, 20.114, 9.900], [22.629, 20.183, 10.637], [22.113, 18.754, 10.819], [23.437, 18.154, 11.303], [27.759, 19.007, 13.465], [28.566, 18.300, 12.092], [28.214, 17.304, 13.468], [25.604, 17.561, 12.704], [26.376, 16.953, 11.439], [26.697, 19.215, 10.441], [25.676, 19.958, 11.790], [24.001, 17.648, 8.775], [25.547, 16.974, 9.481], [25.630, 18.469, 8.572], [23.828, 19.994, 8.829], [24.736, 20.901, 10.031], [21.820, 20.750, 10.177], [22.810, 20.679, 11.591], [21.647, 18.172, 10.024], [21.207, 19.042, 11.353], [23.343, 17.073, 11.405], [23.753, 18.597, 12.247], [31.785, 15.850, 5.811], [32.293, 14.822, 6.708], [30.358, 15.906, 5.634], [32.349, 17.082, 6.179], [32.402, 15.599, 4.525], [16.643, 18.675, 14.928], [15.391, 19.400, 14.732], [15.563, 20.801, 14.565], [14.589, 18.742, 13.432], [14.633, 17.332, 13.167], [13.963, 16.968, 11.771], [14.086, 18.974, 16.015], [14.259, 16.709, 13.979], [15.691, 17.081, 13.097], [12.892, 17.168, 11.810], [13.874, 15.889, 11.647], [14.433, 17.335, 10.859], [14.429, 19.568, 16.862], [14.220, 17.923, 16.273], [13.151, 19.262, 15.535], [28.519, 23.956, 9.017], [29.090, 24.935, 8.056], [30.522, 25.156, 7.976], [28.614, 24.435, 6.567], [29.165, 23.274, 6.018], [29.214, 23.514, 4.539], [28.198, 26.548, 8.218], [28.533, 22.409, 6.222], [30.168, 23.124, 6.419], [29.831, 24.372, 4.272], [28.212, 23.603, 4.121], [29.521, 22.583, 4.062], [28.377, 26.928, 9.224], [27.128, 26.478, 8.022], [28.644, 27.170, 7.441], [39.014, 23.801, 11.745], [38.163, 24.349, 12.737], [37.974, 25.760, 12.912], [36.698, 23.592, 12.650], [35.533, 24.197, 13.320], [34.242, 23.324, 13.363], [38.669, 23.755, 14.401], [35.190, 25.111, 12.836], [35.770, 24.539, 14.327], [34.000, 22.870, 12.402], [33.424, 24.035, 13.476], [34.100, 22.647, 14.206], [39.670, 23.970, 14.777], [38.335, 22.725, 14.280], [37.984, 24.247, 15.091], [22.684, 10.701, 10.130], [21.821, 9.690, 9.555], [22.040, 9.310, 8.163], [21.959, 8.357, 10.543], [21.512, 7.197, 9.860], [21.555, 6.218, 10.967], [19.993, 10.137, 9.784], [22.223, 6.921, 9.081], [20.518, 7.100, 9.422], [21.280, 5.193, 10.718], [20.975, 6.599, 11.808], [22.569, 6.066, 11.336], [19.661, 10.609, 8.859], [19.880, 10.886, 10.568], [19.629, 9.139, 10.027], [40.391, 18.202, 7.674], [39.528, 17.016, 7.850], [40.034, 15.619, 7.909], [38.658, 17.329, 9.224], [37.886, 16.331, 9.842], [36.941, 17.171, 10.672], [38.120, 17.035, 6.616], [38.496, 15.812, 10.582], [37.302, 15.859, 9.052], [37.320, 17.968, 11.311], [36.277, 16.593, 11.314], [36.401, 17.598, 9.827], [38.486, 16.850, 5.606], [37.651, 18.018, 6.633], [37.505, 16.176, 6.885], [20.830, 29.010, 0.293], [20.780, 27.733, 1.039], [20.695, 26.447, 0.361], [22.096, 27.814, 2.130], [22.431, 26.525, 2.700], [22.670, 26.786, 4.236], [19.378, 27.771, 2.304], [23.217, 26.052, 2.112], [21.560, 25.892, 2.529], [22.645, 25.884, 4.847], [21.973, 27.430, 4.773], [23.657, 27.239, 4.319], [19.564, 28.640, 2.936], [19.352, 26.790, 2.778], [18.411, 27.941, 1.830], [20.252, 16.686, 4.606], [21.445, 16.400, 4.013], [22.238, 17.366, 3.421], [21.849, 18.676, 3.556], [20.672, 19.100, 4.184], [19.912, 18.072, 4.736], [19.610, 15.901, 4.978], [21.773, 15.376, 3.913], [23.148, 17.135, 2.886], [22.561, 19.373, 3.139], [20.324, 20.113, 4.050], [18.944, 18.303, 5.154], [29.858, 10.422, 10.760], [30.571, 9.626, 11.633], [30.424, 8.247, 11.709], [29.563, 7.552, 10.851], [28.995, 8.268, 9.815], [29.041, 9.692, 9.858], [29.891, 11.501, 10.783], [31.246, 10.080, 12.343], [30.913, 7.687, 12.492], [29.548, 6.474, 10.914], [28.321, 7.862, 9.074], [28.403, 10.352, 9.288], [23.466, 20.952, 16.731], [22.758, 22.123, 16.641], [23.418, 23.356, 16.411], [24.775, 23.336, 16.352], [25.523, 22.254, 16.376], [24.840, 21.079, 16.595], [22.953, 20.001, 16.736], [21.691, 22.176, 16.801], [22.897, 24.297, 16.307], [25.349, 24.212, 16.087], [26.595, 22.329, 16.273], [25.438, 20.206, 16.809], [33.903, 14.945, 19.473], [33.855, 13.559, 19.134], [34.434, 12.616, 20.079], [35.116, 13.065, 21.229], [35.108, 14.436, 21.519], [34.478, 15.329, 20.665], [33.529, 15.748, 18.856], [33.252, 13.199, 18.313], [34.247, 11.560, 19.960], [35.588, 12.434, 21.967], [35.686, 14.736, 22.381], [34.663, 16.380, 20.832], [26.018, 12.206, 15.612], [25.168, 13.254, 15.815], [25.213, 13.860, 17.112], [26.206, 13.525, 18.059], [27.150, 12.573, 17.634], [26.992, 11.853, 16.484], [25.790, 11.652, 14.713], [24.410, 13.458, 15.073], [24.539, 14.644, 17.424], [26.273, 13.980, 19.036], [27.842, 12.163, 18.354], [27.673, 11.031, 16.321]],
  "spin_multiplicity": 1
}


Respective frontier orbital gap values: 8.1 5.8 eV.
Respective DFT total energy values: -174544.904 -183676.344 eV.